1.
{
  "formula": "C31H52F8I2NO26S6",
  "method": "ωB97M-V/def2-TZVPD",
  "symbols": ["I", "I", "S", "S", "S", "S", "S", "S", "F", "F", "F", "F", "F", "F", "F", "F", "O", "O", "O", "O", "O", "O", "O", "O", "O", "O", "O", "O", "O", "O", "O", "O", "O", "O", "O", "O", "O", "O", "O", "O", "O", "O", "N", "C", "C", "C", "C", "C", "C", "C", "C", "C", "C", "C", "C", "C", "C", "C", "C", "C", "C", "C", "C", "C", "C", "C", "C", "C", "C", "C", "C", "C", "C", "C", "H", "H", "H", "H", "H", "H", "H", "H", "H", "H", "H", "H", "H", "H", "H", "H", "H", "H", "H", "H", "H", "H", "H", "H", "H", "H", "H", "H", "H", "H", "H", "H", "H", "H", "H", "H", "H", "H", "H", "H", "H", "H", "H", "H", "H", "H", "H", "H", "H", "H", "H", "H"],
  "xyz": [[0.37351, 2.97414, -0.18326], [0.63412, -1.02149, -0.16114], [-8.02490, 3.87324, -1.77810], [2.64269, 1.53984, -5.55586], [-4.72380, 5.27571, -2.47937], [1.07431, -3.69640, 6.31282], [8.75872, 2.11318, -3.12364], [-6.47013, -7.46025, 1.15315], [-2.05842, 0.62040, 1.77772], [-4.56933, 0.09236, 0.47056], [-3.76668, 0.29043, 3.20726], [-4.65822, -2.15107, -0.10595], [-3.51008, -0.33421, -1.92612], [-2.19178, -2.05455, -1.26255], [-4.22017, -2.18741, 2.46497], [-2.21171, -2.53743, 1.51926], [1.41915, 2.30949, -4.82667], [7.47044, 2.94351, -3.64960], [-3.58360, 6.13696, -2.49668], [1.95047, -3.20064, 7.32590], [-5.29270, -6.37234, 0.91631], [0.94405, -5.30215, 6.47804], [2.68066, 0.19655, -5.06528], [-6.65828, -8.20226, -0.05349], [6.66784, -1.30707, 2.10329], [8.49728, 0.75664, -3.97033], [-5.36691, 5.24619, -3.96633], [-7.46134, 2.52747, -2.48277], [-4.67314, 3.93202, -1.98468], [-5.94199, 6.04076, -1.73622], [2.01968, 1.51854, -7.05078], [-9.25888, 3.56054, -1.12891], [3.78782, 2.39846, -5.55624], [1.25147, -3.40501, 4.92202], [-6.86970, 4.02571, -0.65397], [8.57641, 1.82862, -1.73410], [-0.44858, -3.31762, 6.72074], [-6.25039, -8.08634, 2.42105], [9.93878, 2.73864, -3.63638], [-7.89046, 4.95763, -2.70517], [-7.69817, -6.41293, 1.30695], [-0.39881, -0.13444, 3.32305], [5.79014, -0.82441, 1.27108], [3.35093, -1.53220, 1.84889], [5.60892, 1.42348, 0.14111], [6.60182, 1.18075, 2.45945], [-3.83606, -1.08625, 0.33412], [1.73717, 0.50103, 0.97793], [2.81422, -0.04046, 2.00240], [5.19566, -3.21533, 1.41166], [6.93526, 2.29228, -4.80478], [4.08333, 0.88696, 2.29868], [-6.11225, 2.31053, -2.06103], [-1.60577, -0.78650, 3.72067], [2.34538, 1.14482, -1.58656], [-1.24894, -4.50160, 6.68900], [-3.19249, -1.56234, 1.71239], [0.50293, 2.79595, -5.80971], [-0.30606, -5.62299, 7.09220], [4.66792, -1.74268, 0.97126], [7.20714, 0.81424, -4.58364], [2.13986, 1.62555, -0.08049], [5.42132, 0.58834, 1.51388], [4.37317, -1.92660, -0.60984], [-7.17048, -5.10161, 1.51221], [-6.87406, 6.51955, -2.70820], [-2.77178, -0.84642, -0.82275], [-6.76059, 5.55732, -3.87819], [2.03489, -0.07353, 3.43507], [0.75846, -1.00747, 3.39720], [-5.86667, -5.07654, 0.73244], [-2.67915, -0.35306, 2.59802], [0.62783, 1.83610, -6.98113], [-6.05305, 2.85235, -0.64360], [-2.09876, -4.40938, 7.36395], [-1.61069, -4.63853, 5.66580], [3.86798, 2.00566, 2.18189], [2.94334, 0.19738, -1.71292], [-0.15818, -5.64522, 8.17507], [-5.45452, 2.87587, -2.72726], [-7.30317, 4.62878, -3.67935], [2.59289, -2.31612, 1.56169], [7.62237, 1.07134, 1.99408], [-1.90674, -0.36128, 4.73103], [6.52215, 0.82284, 3.52594], [4.70434, -1.04225, -1.22823], [2.74369, -0.42061, 4.25525], [4.39400, -3.92920, 1.00221], [0.81025, 3.80635, -6.09187], [4.99682, 1.02149, -0.71641], [-0.65678, -6.59787, 6.75467], [-5.18658, -4.30481, 1.09123], [-5.03602, 3.09982, -0.34019], [0.91102, 0.98985, 1.60130], [6.72017, 1.49214, -0.07425], [-6.57571, 7.53090, -2.99732], [-5.85728, 1.25272, -2.11294], [5.00075, -2.81166, -0.97690], [-1.98897, -0.06498, -0.59082], [5.23485, 2.47801, 0.38928], [-1.51422, -1.90637, 3.84882], [7.20334, 0.24999, -5.51581], [3.29418, -2.24106, -0.80443], [-7.88039, 6.54403, -2.29093], [-7.11719, 5.99233, -4.81085], [5.19352, -3.36029, 2.53010], [-6.99249, -4.97258, 2.58365], [0.28643, 2.27562, -7.91731], [2.95580, 1.97081, -2.10045], [0.07847, 0.90940, -6.79318], [5.87311, 2.50805, -4.91162], [2.97633, 2.31653, 0.21023], [6.39089, 2.30957, 2.49119], [-0.50868, 2.82502, -5.40575], [4.32757, 0.76947, 3.41210], [1.35997, 1.12820, -2.16122], [3.67816, -1.83413, 2.90881], [-6.48272, 2.14353, 0.06933], [6.48068, 0.37800, -3.89236], [6.15547, -3.50182, 0.89456], [0.78429, -1.83250, 2.62462], [7.47176, 2.66549, -5.68200], [0.70162, -1.53956, 4.42278], [-6.04836, -4.93237, -0.33594], [-7.87503, -4.34523, 1.16894], [1.76799, 1.00590, 3.71261]],
  "mulliken_spin": [0.00, 0.00, 0.00, 0.00, 0.00, 0.00, 0.00, 0.00, 0.00, 0.00, 0.00, 0.00, 0.00, 0.00, 0.00, 0.00, 0.00, 0.00, 0.00, 0.00, 0.00, 0.00, 0.00, 0.00, 0.58, 0.00, 0.00, 0.00, 0.00, 0.00, 0.00, 0.00, 0.00, 0.00, 0.00, 0.00, 0.00, 0.00, 0.00, 0.00, 0.00, 0.00, 0.32, 0.01, 0.02, 0.01, 0.00, 0.00, -0.02, 0.00, 0.00, 0.03, 0.00, 0.00, 0.00, 0.00, 0.00, 0.00, 0.00, 0.04, 0.00, 0.00, 0.01, 0.02, 0.00, 0.00, 0.00, 0.00, 0.00, 0.00, 0.00, 0.00, 0.00, 0.00, 0.00, 0.00, 0.00, 0.00, 0.00, 0.00, 0.00, 0.00, 0.00, 0.00, 0.00, -0.01, 0.00, 0.00, 0.00, 0.01, 0.00, 0.00, 0.00, 0.00, -0.01, 0.00, 0.00, 0.00, 0.00, 0.00, 0.00, 0.00, 0.00, 0.00, 0.00, 0.00, 0.00, 0.00, 0.00, 0.00, 0.00, 0.00, 0.00, 0.00, 0.00, 0.00, 0.00, 0.00, 0.00, 0.00, 0.00, 0.00, 0.00, 0.00, 0.00, 0.00],
  "homo_ha": [-0.306, -0.325],
  "total_charge": 0,
  "lumo_ev": [-0.1, -0.1],
  "gap_ev": [8.26, 8.78],
  "s_squared": 0.75,
  "multiplicity": 2,
  "energy_ev": -190647.161
}


2.
{
  "formula": "C31H52N2NdO3P2",
  "method": "ωB97M-V/def2-TZVPD",
  "symbols": ["Nd", "P", "P", "O", "O", "O", "N", "N", "C", "C", "C", "C", "C", "C", "C", "C", "C", "C", "C", "C", "C", "C", "C", "C", "C", "C", "C", "C", "C", "C", "C", "C", "C", "C", "C", "C", "C", "C", "C", "H", "H", "H", "H", "H", "H", "H", "H", "H", "H", "H", "H", "H", "H", "H", "H", "H", "H", "H", "H", "H", "H", "H", "H", "H", "H", "H", "H", "H", "H", "H", "H", "H", "H", "H", "H", "H", "H", "H", "H", "H", "H", "H", "H", "H", "H", "H", "H", "H", "H", "H", "H"],
  "xyz": [[1.08631, -1.21461, -0.16085], [-0.29951, 0.21018, -2.45205], [0.54583, -2.90199, -2.09152], [3.44626, -0.61596, 0.11788], [4.41724, 3.68125, 0.75174], [0.26437, 2.01575, 1.65228], [1.93203, 0.89203, 0.76237], [4.16808, 1.39935, 1.09948], [-2.63317, 1.99269, -3.57343], [1.99461, 4.39614, 2.00926], [0.61087, -0.80710, 3.55286], [2.50937, 2.93148, 2.09339], [0.52385, -1.89062, 2.55117], [0.24743, 1.01186, -4.06205], [-0.93974, -3.27982, -3.12048], [-1.48236, -4.21770, 0.45635], [0.63688, 4.67495, 2.63145], [1.95086, -4.00841, -2.53290], [-2.49015, 0.50016, -3.21328], [-3.33923, -0.02294, -2.23545], [2.86283, 2.50869, 3.55165], [3.77602, 2.77533, 1.24753], [-0.42320, -3.38314, 1.08137], [-5.00139, 2.66551, -2.77499], [3.21966, 0.52066, 0.65961], [-4.10223, 2.34525, -3.93434], [-1.96758, -1.52035, 2.01474], [1.48639, -5.16147, 1.13686], [1.68968, 2.41393, 4.51509], [1.06505, -1.29815, -2.82713], [0.92638, -3.80170, 1.33869], [0.05997, 1.79674, -1.52010], [1.50581, -2.86604, 2.23799], [2.81875, -2.98032, 2.91905], [-3.32345, 0.43659, -0.84327], [-3.58605, 1.96455, -0.69824], [1.49974, 1.95373, 1.49533], [-4.79161, 2.50323, -1.45871], [-0.66402, -2.20174, 1.83712], [1.94303, 1.67445, 5.28746], [-2.26619, 2.63397, -2.76435], [2.09713, -0.94652, -2.58413], [-0.32545, 1.81535, -0.49033], [-4.11255, 3.20174, -4.65172], [3.08787, -4.03494, 3.04296], [-0.55880, 1.23075, -4.77257], [2.77092, -2.54181, 3.92675], [-1.12196, -4.36679, -3.19328], [3.59887, 3.24423, 3.93276], [-4.11140, -0.11101, -0.29429], [-1.06195, -5.02612, -0.15710], [5.10250, 1.23064, 0.74044], [0.21405, 5.57267, 2.16613], [-2.36390, 0.17883, -0.34451], [-1.83809, -0.43596, 1.89068], [1.85432, -5.54790, 2.10547], [-0.03010, 3.82827, 2.43354], [1.70136, -5.06469, -2.33877], [-4.49117, 1.46708, -4.48672], [-3.82049, 2.16135, 0.35903], [-5.98761, 3.03377, -3.10842], [-0.35613, 2.67019, -2.04999], [1.64335, -0.67097, 3.89455], [1.97086, 4.68494, 0.94725], [2.26121, -3.89126, -3.58415], [-4.17321, -0.68220, -2.48792], [0.78386, 1.94604, -3.84080], [3.39317, 1.53796, 3.50456], [0.27732, 0.13521, 3.09306], [1.49550, 3.37125, 5.02014], [0.69990, 4.83641, 3.71468], [-0.02526, -0.97943, 4.44109], [-1.85885, -2.81670, -2.71312], [0.93528, 0.37041, -4.62054], [2.74582, 5.04568, 2.48098], [-2.39493, -1.69389, 3.01759], [-0.80347, -2.88261, -4.14398], [3.64662, -2.49646, 2.37428], [-2.14071, -3.60606, -0.17479], [1.15298, 1.92293, -1.45978], [-5.60822, 2.76886, -0.76815], [-2.28176, -0.16609, -4.07920], [-2.69644, -1.86571, 1.27018], [-2.02219, 2.23878, -4.45446], [-2.11421, -4.68184, 1.23698], [2.82043, -3.79076, -1.89289], [0.71848, -5.86572, 0.79502], [1.01363, -1.45784, -3.92745], [0.76644, 2.09912, 4.00724], [2.32251, -5.21140, 0.41970], [-2.65299, 2.51583, -0.93352]],
  "mulliken_spin": [3.07, 0.02, -0.02, -0.01, 0.00, 0.00, -0.01, 0.00, -0.04, 0.00, 0.00, 0.00, -0.03, 0.01, 0.01, 0.00, 0.00, 0.00, 0.19, -0.44, 0.00, 0.00, -0.02, 0.02, 0.01, 0.01, 0.00, 0.00, 0.00, 0.14, -0.01, 0.07, 0.02, 0.00, 0.01, -0.04, 0.01, -0.01, 0.02, 0.00, 0.01, 0.00, -0.03, 0.00, 0.00, 0.00, 0.00, 0.00, 0.00, -0.01, 0.00, 0.00, 0.00, 0.01, 0.00, 0.00, 0.00, 0.00, 0.00, 0.00, 0.00, 0.00, 0.00, 0.00, 0.00, 0.08, 0.00, 0.00, 0.00, 0.00, 0.00, 0.00, -0.01, 0.00, 0.00, 0.00, 0.00, 0.00, 0.00, -0.01, 0.00, 0.01, 0.00, -0.01, 0.00, 0.00, 0.00, 0.00, 0.00, 0.00, 0.00],
  "homo_ha": [-0.362, -0.368],
  "total_charge": 1,
  "lumo_ev": [-3.3, -3.6],
  "gap_ev": [6.52, 6.40],
  "s_squared": 4.04,
  "multiplicity": 4,
  "energy_ev": -75960.346,
  "relative_energy_ev": 1.448
}


What is the formula in the second record? C31H52N2NdO3P2